# 1
{
  "formula": "C20H17F4N3O2S",
  "method": "wB97M-V/def2-TZVPD",
  "charge": 0,
  "total_energy_ev": -51282.5977,
  "gap_ha": 0.3096,
  "smiles": "CC(=O)N1N=C(c2cc(F)ccc2F)S[C@@]12c1cc(F)c(F)cc1OC[C@H]2CCN",
  "e_homo_ev": -8.65,
  "relative_energy_kcal_mol": 55.2,
  "fmax_ev_per_a": 4.67,
  "multiplicity": 1,
  "elements": ["C", "C", "O", "N", "N", "C", "C", "C", "C", "F", "C", "C", "C", "F", "S", "C", "C", "C", "C", "F", "C", "F", "C", "C", "O", "C", "C", "C", "C", "N", "H", "H", "H", "H", "H", "H", "H", "H", "H", "H", "H", "H", "H", "H", "H", "H", "H"],
  "positions_angstrom": [[-2.5023, 2.1099, -1.2190], [-1.1319, 2.1910, -0.5898], [-0.6924, 3.3368, -0.3859], [-0.7192, 0.9540, -0.0019], [-1.2984, -0.1203, -0.5766], [-0.5109, -1.1929, -0.6514], [-1.1004, -2.4665, -1.0643], [-0.7714, -3.5640, -0.1941], [-1.2613, -4.9210, -0.4237], [-0.9718, -5.9643, 0.3790], [-1.9808, -5.0858, -1.6278], [-2.3778, -3.9840, -2.3855], [-1.9177, -2.6908, -2.2040], [-2.4027, -1.6826, -2.9656], [1.1288, -1.0490, -0.0682], [0.6370, 0.7548, 0.4748], [1.6178, 1.4534, -0.4262], [1.5244, 1.3514, -1.8757], [2.3520, 2.0206, -2.8013], [2.0869, 1.9677, -4.1496], [3.4133, 2.7403, -2.1812], [4.1075, 3.5417, -3.0060], [3.4685, 2.9047, -0.7389], [2.5693, 2.2827, 0.1164], [2.7050, 2.6038, 1.4611], [1.5433, 2.4948, 2.2880], [1.0189, 1.0298, 1.9689], [-0.1994, 0.9059, 2.9136], [-0.7787, -0.5673, 2.8844], [0.2390, -1.6876, 3.0482], [-3.2303, 1.8708, -0.4819], [-2.5478, 1.4608, -2.1357], [-2.7901, 3.1367, -1.5479], [-0.2191, -3.2719, 0.7349], [-2.2510, -6.0692, -1.9419], [-2.9623, -4.2247, -3.2837], [0.7307, 0.6951, -2.2687], [4.2703, 3.4119, -0.1778], [0.7567, 3.2648, 2.0460], [1.8216, 2.6652, 3.3232], [1.8729, 0.3888, 2.3213], [0.1106, 1.1576, 3.9408], [-0.8581, 1.5846, 2.5284], [-1.6170, -0.6879, 3.6073], [-1.1828, -0.7187, 1.8917], [0.6658, -1.8216, 2.1022], [-0.3648, -2.5095, 3.3440]],
  "lowdin_charge": [-0.013, -0.401, 0.070, -0.052, 0.094, -0.509, -0.144, 0.054, -0.221, 0.068, -0.005, -0.011, -0.207, 0.076, 1.114, -0.409, -0.205, 0.043, -0.156, 0.067, -0.158, 0.076, 0.101, -0.229, -0.043, -0.106, -0.224, -0.137, -0.230, -0.029, 0.073, 0.094, 0.096, 0.093, 0.110, 0.129, 0.124, 0.141, 0.145, 0.129, 0.158, 0.124, 0.074, 0.115, 0.065, -0.028, 0.085]
}


# 2
{
  "formula": "C20H17FO12V",
  "method": "wB97M-V/def2-TZVPD",
  "charge": -3,
  "total_energy_ev": -73978.2008,
  "gap_ha": 0.0346,
  "e_homo_ev": 3.31,
  "relative_energy_kcal_mol": 5.1,
  "fmax_ev_per_a": 6.58,
  "multiplicity": 1,
  "elements": ["O", "V", "O", "C", "O", "O", "O", "C", "O", "O", "O", "F", "C", "C", "C", "C", "C", "C", "H", "H", "H", "H", "H", "C", "C", "C", "C", "C", "C", "O", "O", "H", "H", "H", "H", "H", "H", "C", "C", "C", "C", "C", "C", "O", "O", "H", "H", "H", "H", "H", "H"],
  "positions_angstrom": [[-0.6322, -1.4309, 1.6725], [0.6760, -0.9468, 1.0556], [0.3538, 0.3230, 0.1984], [4.4715, -3.4742, 0.1833], [5.6626, -3.7495, 0.4020], [3.5517, -3.9129, 0.8576], [4.2450, -2.3757, -0.2912], [4.6787, 1.8840, 3.6576], [3.6609, 1.1761, 3.7916], [5.4804, 1.7365, 2.6949], [5.2220, 2.1107, 4.7456], [-4.2838, -4.6050, 5.9055], [-5.2583, -4.0101, 6.6906], [-6.2578, -4.8630, 7.1252], [-7.3226, -4.3131, 7.8464], [-7.3262, -2.9280, 8.1621], [-6.2895, -2.1180, 7.7260], [-5.2359, -2.6816, 6.9453], [-6.2266, -5.9156, 6.8858], [-8.0360, -5.0303, 8.2248], [-8.1923, -2.5737, 8.7014], [-6.2987, -1.0500, 7.8864], [-4.4470, -2.0610, 6.5467], [3.8522, 9.0640, -2.0148], [4.9584, 8.4053, -1.3355], [4.8835, 7.0383, -1.0144], [3.6625, 6.3712, -1.1118], [2.5047, 7.0182, -1.5883], [2.6121, 8.3403, -2.0361], [1.4904, 8.9154, -2.5518], [6.0114, 6.3875, -0.5018], [3.9394, 10.1038, -2.2936], [5.9356, 8.8389, -1.1822], [3.4825, 5.3483, -0.8157], [1.5064, 6.6064, -1.5742], [0.8682, 8.2252, -2.7928], [5.7730, 5.6250, 0.0304], [-1.9567, -4.6525, -5.5374], [-1.6203, -5.0831, -6.7962], [-0.6218, -4.3680, -7.4966], [0.0136, -3.2577, -6.8815], [-0.2932, -2.9237, -5.5802], [-1.2944, -3.6128, -4.8721], [-1.5673, -3.3011, -3.5557], [-0.2985, -4.6916, -8.7537], [-2.7950, -5.1678, -5.0924], [-2.2000, -5.7905, -7.3707], [0.8685, -2.8247, -7.3795], [0.1860, -2.0615, -5.1405], [-2.3811, -3.7528, -3.3207], [0.2844, -3.9906, -9.0542]],
  "lowdin_charge": [-0.583, 0.798, -0.590, -1.164, -0.075, -0.059, -0.004, -1.090, -0.046, -0.084, -0.087, 0.037, -0.268, -0.025, -0.086, -0.106, -0.070, 0.000, 0.112, 0.090, 0.088, 0.099, 0.127, 0.004, -0.012, -0.308, 0.001, -0.019, -0.343, 0.013, 0.027, 0.089, 0.100, 0.128, 0.114, 0.092, 0.111, -0.048, -0.032, -0.346, -0.027, -0.001, -0.292, 0.059, 0.038, 0.106, 0.106, 0.108, 0.127, 0.096, 0.094]
}


# 3
{
  "formula": "C20H17FeN5OS2",
  "method": "wB97M-V/def2-TZVPD",
  "charge": 1,
  "total_energy_ev": -86567.4680,
  "gap_ha": [0.2891, 0.2564],
  "e_homo_ev": [-11.60, -11.59],
  "relative_energy_kcal_mol": 0.0,
  "fmax_ev_per_a": 0.69,
  "multiplicity": 6,
  "elements": ["Fe", "C", "C", "N", "N", "C", "O", "C", "C", "C", "C", "C", "C", "C", "C", "C", "C", "C", "N", "H", "H", "H", "H", "H", "H", "H", "H", "H", "H", "H", "H", "S", "C", "N", "S", "C", "N", "C", "C", "C", "C", "H", "H", "H", "H", "H"],
  "positions_angstrom": [[-0.2595, -1.3305, -1.3105], [-1.9438, -2.1152, 2.6898], [-1.4105, -2.1570, 1.3038], [-1.0636, -1.1369, 0.5993], [-1.1361, 0.1554, 1.0893], [-0.8156, 0.9683, 0.1111], [-0.5328, 0.5354, -1.0819], [-0.7043, 2.4245, 0.3344], [-0.6317, 3.2798, -0.7630], [-0.4915, 4.6441, -0.5673], [-0.4088, 5.1530, 0.7207], [-0.4786, 4.3005, 1.8155], [-0.6339, 2.9390, 1.6266], [-1.2137, -3.4405, 0.5793], [-1.5370, -4.6799, 1.1077], [-1.3095, -5.8116, 0.3395], [-0.7695, -5.6741, -0.9285], [-0.4769, -4.4015, -1.3930], [-0.6941, -3.3131, -0.6588], [-1.9670, -1.0903, 3.0476], [-1.3239, -2.7193, 3.3507], [-2.9539, -2.5251, 2.7175], [-0.6988, 2.8679, -1.7599], [-0.4544, 5.3104, -1.4165], [-0.2992, 6.2169, 0.8740], [-0.4211, 4.7015, 2.8165], [-0.6951, 2.2670, 2.4697], [-1.9565, -4.7550, 2.0986], [-1.5542, -6.7887, 0.7292], [-0.5790, -6.5292, -1.5555], [-0.0672, -4.2418, -2.3799], [-1.3816, -1.7431, -3.3521], [-0.2068, -0.6161, -3.7825], [0.6583, 0.1400, -3.9330], [2.0117, -1.4018, -0.9044], [2.3229, 0.3027, -0.6212], [2.1428, 1.1855, -1.6233], [2.3477, 2.5023, -1.4965], [2.7900, 3.0192, -0.3027], [2.9960, 2.1418, 0.7596], [2.7653, 0.7884, 0.6058], [1.7149, 0.8368, -2.5159], [2.1361, 3.0957, -2.3726], [2.9485, 4.0798, -0.2018], [3.3272, 2.5203, 1.7155], [2.9087, 0.0943, 1.4189]],
  "lowdin_charge": [0.560, 0.001, -0.219, -0.026, 0.123, -0.400, -0.192, -0.155, -0.038, -0.069, -0.066, -0.063, -0.022, -0.187, 0.020, -0.013, -0.014, -0.109, -0.013, 0.078, 0.099, 0.102, 0.120, 0.111, 0.110, 0.109, 0.113, 0.121, 0.124, 0.120, 0.106, 0.666, -0.814, 0.086, 0.712, -0.640, 0.086, -0.038, -0.022, -0.010, -0.055, 0.088, 0.148, 0.123, 0.126, 0.118]
}


# 4
{
  "formula": "C20H17I2IrN10O5S",
  "method": "wB97M-V/def2-TZVPD",
  "charge": 1,
  "total_energy_ev": -76018.9156,
  "gap_ha": [0.2427, 0.2544],
  "e_homo_ev": [-10.55, -10.88],
  "relative_energy_kcal_mol": 100.6,
  "fmax_ev_per_a": 1.73,
  "multiplicity": 2,
  "elements": ["Ir", "I", "C", "C", "C", "I", "C", "O", "C", "C", "N", "C", "C", "C", "C", "C", "C", "N", "C", "H", "H", "H", "H", "H", "H", "H", "H", "H", "H", "H", "O", "C", "O", "C", "C", "N", "N", "C", "C", "O", "O", "H", "H", "H", "N", "N", "N", "C", "N", "N", "H", "H", "H", "S", "C", "N"],
  "positions_angstrom": [[-0.1359, 0.2037, 0.1363], [6.2127, 1.1850, 4.2578], [4.4030, 0.5900, 3.4338], [3.5579, -0.3212, 4.2177], [2.3329, -0.6798, 3.8215], [1.0721, -1.7910, 5.0340], [1.8024, -0.2027, 2.5377], [0.6209, -0.2931, 2.2529], [2.7921, 0.4790, 1.6358], [1.9612, 2.5226, 0.1116], [0.5849, 2.8155, 0.4106], [-0.1891, 3.6886, -0.4368], [-1.4216, 3.0041, -1.0048], [-2.2254, 3.7245, -1.8782], [-3.3480, 3.1295, -2.4176], [-3.6380, 1.8202, -2.0650], [-2.7928, 1.1717, -1.1913], [-1.7036, 1.7477, -0.6625], [4.0222, 1.0293, 2.2399], [3.9285, -0.6729, 5.1721], [2.1721, 2.6550, -0.9481], [2.6583, 3.1215, 0.7024], [0.4747, 3.0615, 1.3835], [0.4109, 4.0704, -1.2658], [-0.5270, 4.5615, 0.1248], [-1.9616, 4.7446, -2.1304], [-3.9851, 3.6735, -3.1024], [-4.4958, 1.3010, -2.4682], [-2.9675, 0.1428, -0.9107], [4.6528, 1.6737, 1.6401], [-1.5571, -5.4616, 0.4429], [-2.4027, -4.7600, 1.1899], [-3.2138, -5.2714, 1.9108], [-2.3179, -3.2721, 1.0951], [-3.2212, -2.4222, 1.6939], [-2.8246, -1.1620, 1.4337], [-1.7067, -1.1505, 0.6949], [-1.3791, -2.4121, 0.5022], [-0.1171, -2.6114, -0.2446], [0.0980, -3.6554, -0.8500], [0.6857, -1.5997, -0.2153], [-0.9784, -4.8859, -0.1082], [-4.1065, -2.6516, 2.2637], [-3.2433, -0.2970, 1.7318], [-0.4542, -2.6209, -4.0998], [0.0187, -1.4939, -3.4665], [1.1731, -0.9474, -3.7724], [1.1935, 0.0800, -2.9362], [0.0937, 0.1355, -2.1767], [-0.6677, -0.8905, -2.5593], [0.3304, -3.0466, -4.5753], [-0.8438, -3.2308, -3.3895], [2.0067, 0.7829, -2.8966], [3.9784, -0.5424, -0.9065], [3.0186, 0.1278, 0.1526], [2.1695, 1.1033, 0.4545]],
  "lowdin_charge": [1.248, 0.961, -0.722, -0.170, -0.645, 0.998, -0.358, -0.073, -0.237, -0.138, -0.092, -0.142, -0.256, -0.012, -0.034, -0.037, -0.147, -0.023, -0.100, 0.090, 0.137, 0.142, 0.130, 0.132, 0.136, 0.126, 0.120, 0.116, 0.087, 0.116, 0.145, -0.488, 0.132, -0.027, 0.037, 0.065, -0.058, -0.139, -0.546, 0.072, -0.171, 0.076, 0.151, 0.172, 0.164, -0.260, 0.166, -0.207, -0.063, 0.092, 0.112, 0.100, 0.095, 0.850, -0.766, -0.057]
}


# 5
{
  "formula": "C20H17I2O5PSZn",
  "method": "wB97M-V/def2-TZVPD",
  "charge": 0,
  "total_energy_ev": -115999.1357,
  "gap_ha": 0.2910,
  "e_homo_ev": -8.96,
  "relative_energy_kcal_mol": 0.5,
  "fmax_ev_per_a": 0.69,
  "multiplicity": 1,
  "elements": ["Zn", "O", "C", "O", "C", "C", "C", "C", "C", "C", "P", "C", "C", "C", "C", "C", "C", "C", "C", "C", "C", "C", "C", "H", "H", "H", "H", "H", "H", "H", "H", "H", "H", "H", "H", "H", "H", "I", "I", "C", "S", "O", "O", "O", "H", "H", "H"],
  "positions_angstrom": [[-0.1984, 2.3553, 0.3391], [1.5367, 2.0822, 1.4859], [2.0648, 1.9822, 0.3443], [1.6609, 2.6613, -0.6396], [2.8511, 0.7467, 0.0307], [4.2266, 0.6119, 0.0542], [4.7959, -0.6068, -0.2915], [3.9947, -1.6762, -0.6654], [2.6143, -1.5327, -0.6964], [2.0278, -0.3248, -0.3406], [0.2072, -0.0932, -0.3423], [-0.4060, -1.1747, 0.9803], [0.4363, -1.7713, 1.9122], [-0.0969, -2.5099, 2.9604], [-1.4697, -2.6512, 3.0864], [-2.3160, -2.0448, 2.1663], [-1.7880, -1.3033, 1.1240], [-0.3476, -0.8356, -1.8964], [-0.2351, -0.0468, -3.0405], [-0.6124, -0.5517, -4.2739], [-1.1087, -1.8443, -4.3708], [-1.2277, -2.6309, -3.2337], [-0.8496, -2.1296, -1.9967], [4.8499, 1.4526, 0.3282], [5.8721, -0.7197, -0.2748], [4.4436, -2.6228, -0.9353], [1.9929, -2.3665, -1.0029], [1.5092, -1.6585, 1.8297], [0.5665, -2.9710, 3.6803], [-1.8825, -3.2249, 3.9060], [-3.3891, -2.1376, 2.2697], [-2.4563, -0.8151, 0.4234], [0.1474, 0.9659, -2.9642], [-0.5375, 0.0719, -5.1549], [-1.4103, -2.2372, -5.3331], [-1.6183, -3.6375, -3.3084], [-0.9518, -2.7453, -1.1119], [-2.1940, 3.5006, -1.4783], [-2.7497, 2.8228, -4.0074], [-2.1469, 3.9959, 3.4151], [-2.3854, 3.4335, 1.7641], [-3.7848, 3.5190, 1.4731], [-1.7956, 2.0691, 1.6798], [-1.5069, 4.2862, 0.9069], [-2.6875, 3.3172, 4.0708], [-2.5601, 4.9991, 3.4802], [-1.0852, 3.9902, 3.6479]],
  "lowdin_charge": [0.549, -0.013, -0.683, -0.031, -0.140, -0.009, -0.064, -0.070, -0.073, -0.279, 1.137, -0.355, -0.069, -0.074, -0.080, -0.071, -0.105, -0.352, -0.117, -0.096, -0.075, -0.074, -0.085, 0.122, 0.107, 0.106, 0.113, 0.104, 0.105, 0.104, 0.107, 0.117, 0.097, 0.101, 0.105, 0.106, 0.105, 0.512, 0.083, -0.127, 0.352, -0.325, -0.404, -0.585, 0.074, 0.074, 0.074]
}